Density functional theory data (ωB97M-V with the def2-TZVPD basis set) for a 3-piece molecular cluster, C27H45FN2O10P overall.

```
! wB97M-V def2-TZVPD RIJCOSX def2/J DEFGRID3
* xyz 1 1
C -0.48313 -4.46434 1.84834
C 0.36174 -4.55839 0.57713
C 1.41304 -3.47259 0.40557
N 0.91117 -2.17818 -0.08968
C 0.12441 -1.42803 0.76485
C 0.41926 -1.21102 2.11886
C -0.39236 -0.45904 2.95716
P -0.06247 -0.14502 4.79492
O -0.97713 -1.36920 5.35994
O 1.39965 -0.87634 4.90956
C -1.53761 0.08986 2.42663
O -2.39800 0.83927 3.13607
C -3.42675 0.17071 3.87764
O -3.74726 0.63809 4.92256
C -4.00078 -1.03545 3.22894
C -3.87144 -2.26412 3.86107
C -4.42584 -3.39251 3.27811
C -5.11572 -3.29118 2.07994
C -5.26129 -2.05998 1.46051
C -4.69524 -0.93107 2.02683
N -1.81419 -0.09554 1.11689
C -1.03286 -0.82512 0.31851
F -1.44968 -0.93734 -0.91802
H -1.26450 -3.70585 1.74934
H 0.11962 -4.17191 2.70891
H -0.98873 -5.40133 2.06192
H -0.29511 -4.60186 -0.29308
H 0.89660 -5.50912 0.59037
H 2.13953 -3.80956 -0.33135
H 1.98410 -3.32323 1.31960
H 0.44822 -2.29312 -0.98190
H 1.32284 -1.66416 2.50233
H -0.48705 -2.20340 5.34509
H 1.98721 -0.76268 4.15563
H -3.34905 -2.31174 4.80552
H -4.31940 -4.34481 3.77579
H -5.54704 -4.18284 1.64960
H -5.82543 -1.96777 0.54438
H -4.83935 0.03363 1.55436
H -2.66752 0.30361 0.73839
C -1.27270 1.56256 -2.69185
O -1.44392 2.32017 -3.85640
C -0.86284 1.75237 -5.02112
C -1.73977 1.93063 -6.23847
O -2.92250 1.15401 -6.24200
C -3.99725 1.52008 -5.39640
C -4.73089 2.77867 -5.79791
O -3.95975 3.93660 -5.53875
C -4.08284 4.94432 -6.52062
H -0.25803 1.67901 -2.28495
H -1.99080 1.92982 -1.95474
H -1.47006 0.50281 -2.87754
H -0.66823 0.68373 -4.87339
H 0.09528 2.25054 -5.21496
H -1.16513 1.55854 -7.08987
H -1.94736 2.98673 -6.41961
H -3.68732 1.57243 -4.34919
H -4.70795 0.69528 -5.48960
H -5.65905 2.83186 -5.21272
H -4.99885 2.71656 -6.85794
H -3.96842 4.53356 -7.52922
H -3.28697 5.66636 -6.34759
H -5.04735 5.45776 -6.45042
C 8.10138 0.68287 0.15192
O 6.77917 1.17246 0.24040
C 5.80533 0.34365 -0.35602
C 4.52975 0.30576 0.45381
O 4.60422 -0.38315 1.69523
C 5.34794 0.19832 2.75895
C 4.74071 1.44217 3.36675
O 4.84334 2.55790 2.50731
C 3.72790 3.41790 2.53220
H 8.51965 0.83691 -0.84778
H 8.70197 1.23549 0.87192
H 8.14998 -0.38246 0.40089
H 6.18461 -0.67693 -0.48160
H 5.55662 0.73924 -1.35024
H 3.80057 -0.26344 -0.13119
H 4.12170 1.31040 0.58638
H 6.38493 0.37127 2.46963
H 5.35028 -0.56604 3.54036
H 5.27993 1.65788 4.29807
H 3.68925 1.24882 3.62133
H 2.78948 2.85613 2.43719
H 3.81604 4.09073 1.68135
H 3.69554 4.01239 3.45118
*
```

Output
DFT total energy in eV: -64181.27140

***

Density functional theory data (ωB97M-V with the def2-TZVPD basis set) for a 6-piece molecular cluster, C27H45O16 overall.

```
! wB97M-V def2-TZVPD RIJCOSX def2/J DEFGRID3
* xyz -1 1
C 3.12240 1.90587 1.78199
C 3.11496 1.33621 0.31509
C 3.19251 2.42477 -0.79981
C 1.86372 3.20787 -1.13535
C 0.56119 2.72564 -0.42159
C 0.28205 3.61488 0.85785
C -0.36002 5.01474 0.48524
C 0.51759 6.09405 1.23945
C -1.78040 5.12103 1.12754
C -2.80955 4.24930 0.29788
C -3.58973 3.22689 1.19071
C -3.05378 1.77781 0.97874
O -3.46614 0.91139 2.05934
H 2.09445 2.05476 2.16101
H 3.56902 1.12073 2.44206
H 3.76644 2.79992 1.87540
H 2.31003 0.59057 0.16464
H 4.06053 0.74019 0.23814
H 3.97597 3.15641 -0.49621
H 3.54166 1.93392 -1.73532
H 1.69079 3.13460 -2.22816
H 2.01298 4.27516 -0.86481
H -0.28292 2.96193 -1.11502
H 0.50099 1.63369 -0.22986
H -0.33012 3.05184 1.61126
H 1.28574 3.86513 1.27678
H 1.59950 5.99402 0.97485
H 0.44240 5.98411 2.36447
H 0.21792 7.12766 0.95414
H -1.71137 4.65918 2.16091
H -2.12882 6.16907 1.21062
H -2.27910 3.68684 -0.50175
H -3.49650 4.96489 -0.20551
H -4.69297 3.20489 1.00015
H -3.45860 3.44700 2.27395
H -3.35985 1.35085 -0.00404
H -1.94375 1.83686 1.01795
H -3.23851 0.02238 1.79020
C 2.04398 -2.95870 4.02178
C 1.48444 -1.60364 4.36011
O 1.55056 -0.91654 3.11405
C 1.55292 -1.84854 2.13113
O 1.43419 -1.60474 0.97732
O 1.70828 -3.09992 2.64111
H 1.59828 -3.75774 4.61274
H 3.13090 -3.00285 4.12803
H 0.44112 -1.64925 4.68331
H 2.06768 -1.08595 5.11998
C -9.02328 3.84533 0.91150
C -7.56585 3.53235 0.71498
O -7.21051 4.36354 -0.38854
C -8.09131 5.39376 -0.42205
O -7.98139 6.35043 -1.11512
O -9.12091 5.18792 0.44198
H -9.33163 3.77442 1.95349
H -9.67449 3.21015 0.30461
H -6.95737 3.80962 1.57875
H -7.39142 2.48306 0.48285
C 3.28542 -7.23199 1.29006
C 1.89126 -6.79601 1.62167
O 1.83882 -6.97216 3.04120
C 3.11338 -6.91932 3.50506
O 3.40694 -6.86439 4.65681
O 4.00797 -6.93492 2.48639
H 3.69931 -6.69423 0.44504
H 3.35345 -8.30659 1.09593
H 1.71516 -5.74388 1.38700
H 1.13549 -7.40029 1.12452
C 3.08666 -8.90391 -3.81511
C 3.98516 -9.31304 -2.68004
O 3.90240 -8.19498 -1.79809
C 2.73232 -7.55745 -2.05510
O 2.28241 -6.68611 -1.38493
O 2.14491 -8.04453 -3.17472
H 2.58515 -9.75070 -4.28061
H 3.61538 -8.33700 -4.58520
H 3.62321 -10.20272 -2.15838
H 5.01282 -9.48246 -2.99690
C -0.53215 1.81856 -5.28801
C 0.00190 0.90873 -6.36021
O 1.39984 1.18037 -6.33403
C 1.69737 1.66759 -5.09843
O 2.79974 1.83674 -4.69628
O 0.56984 1.93159 -4.39310
H -1.40151 1.40428 -4.78013
H -0.78277 2.81265 -5.66671
H -0.15762 -0.14824 -6.13032
H -0.41712 1.12462 -7.34227
*
```

Output
Energy relative to the best compared isomer or geometry (same formula, charge and spin) in kcal per mole: 26.16

***

Density functional theory data (ωB97M-V with the def2-TZVPD basis set) for C27H46AlCl2F6N3O5Si as an isolated structure.

```
! wB97M-V def2-TZVPD RIJCOSX def2/J DEFGRID3
* xyz 0 1
C 3.03834 -1.99671 -5.84238
C 3.10052 -1.35940 -7.16233
H 3.05382 -3.07918 -5.90422
H 1.89366 -1.56116 -5.23528
H 3.73972 -1.61582 -5.09012
C 3.07208 -2.15986 -8.28328
C 2.82394 -3.60614 -8.29351
H 3.40938 -1.72604 -9.21577
H 1.80951 -3.84707 -7.95171
H 3.52476 -4.12000 -7.62457
H 2.92932 -4.01981 -9.30302
Al 1.22476 0.58225 -3.83387
Cl 2.47540 2.28379 -4.57981
C -0.48817 2.96596 -3.19300
O -0.46110 1.71816 -3.49065
N -1.41394 3.59336 -2.46838
C -2.62506 2.91370 -2.01812
C -1.28165 4.99761 -2.00352
H 0.30989 3.60768 -3.58005
H -2.39932 2.02205 -1.43377
H -3.26180 2.64968 -2.87113
H -3.16952 3.63521 -1.39586
H -0.54517 5.13147 -1.19550
H -2.24010 5.29699 -1.55791
H -1.05194 5.72221 -2.79485
H -2.08042 2.49729 2.05040
H -0.33484 2.93980 3.65037
C -2.10026 1.41170 2.23565
C -0.56496 1.94481 4.06283
N -0.90916 1.03728 2.97977
H -2.12772 0.84929 1.29056
C -0.37641 -0.20270 2.83531
O -0.67110 -0.97936 1.92750
H 0.30468 1.55703 4.60905
H 0.37704 -0.44959 3.61818
H -2.99715 1.18833 2.84254
H -1.41229 2.06190 4.75531
H -1.30214 -3.11207 1.09332
H 0.37274 -2.04464 -2.59608
C -0.92719 -3.53009 0.14629
C 0.02554 -2.92421 -2.05387
N -0.68481 -2.48190 -0.84802
H -1.65048 -4.27740 -0.21469
C -1.61332 -1.46908 -0.97922
O -1.64634 -0.70048 -1.94027
H -0.62284 -3.49972 -2.72187
H -2.34258 -1.40699 -0.12624
H 0.02589 -4.04122 0.38692
H 0.85577 -3.53844 -1.70711
O 1.55178 -0.89953 -4.43283
C 3.22153 0.04156 -7.29433
C 2.14070 0.36135 -9.59314
C 2.86830 0.80950 -8.44372
H 1.89222 -0.68389 -9.72905
C 1.71900 1.25080 -10.57588
H 3.55715 0.58414 -6.41485
C 3.12068 2.20826 -8.36197
H 1.12347 0.88697 -11.41354
C 2.01263 2.61545 -10.48411
C 2.72059 3.08576 -9.35157
H 3.62312 2.56991 -7.46931
H 1.68407 3.29811 -11.26126
H 2.95614 4.14517 -9.24799
Si -1.43052 -0.75090 -6.84582
Cl -0.26322 -1.78563 -7.99522
C -2.94035 0.16816 -6.31193
C -0.30976 0.92009 -6.89994
C -1.36117 -2.03822 -5.30766
H -2.64058 0.83700 -5.48856
H -3.75173 -0.48861 -6.03073
H -3.26848 0.68556 -7.21006
H -2.21606 -2.72194 -5.46312
H -1.49079 -1.55634 -4.32627
H -0.46906 -2.69738 -5.17574
H -0.71842 1.50553 -7.76299
H 0.77381 0.81812 -7.12252
H -0.38992 1.55614 -6.00040
C 2.32340 -0.67606 -0.02870
C 2.02842 0.57573 -0.84381
O 1.43393 0.30826 -2.05579
C 1.01482 1.41234 0.02354
F 1.34275 1.47189 1.33541
F 0.82811 2.70808 -0.37482
F -0.20713 0.80255 -0.07339
C 3.35199 1.34608 -1.05922
F 4.08511 1.55391 0.05822
F 4.12445 0.58627 -1.90759
F 3.16570 2.53822 -1.64830
H 1.38123 -1.25110 0.03515
H 2.71810 -0.45017 0.98749
H 3.05892 -1.23696 -0.60768
*
```

Output
Energy relative to the best compared isomer or geometry (same formula, charge and spin) in kcal per mole: 133.31

***

Density functional theory data (ωB97M-V with the def2-TZVPD basis set) for C27H46BrNOP2SSn as an isolated structure.

```
! wB97M-V def2-TZVPD RIJCOSX def2/J DEFGRID3
* xyz 2 1
N -7.06315 6.55847 -6.21237
C -7.21709 5.24219 -6.31925
C -6.32155 4.34213 -5.73896
C -5.23212 4.83802 -4.99828
C -5.11492 6.23431 -4.86924
C -6.04639 7.05451 -5.51783
C -4.30058 3.90916 -4.34469
Sn -0.47619 -0.19873 0.76184
P -0.25061 -0.79768 6.26651
C -3.96976 3.97593 -3.04311
C -3.08161 3.04376 -2.39753
C -2.69978 3.27487 -1.07276
C -1.87353 2.40601 -0.37417
C -1.41797 1.24618 -0.98321
C -1.73492 0.99168 -2.30691
C -2.57300 1.88315 -2.99541
Br 1.63169 -1.74682 1.63423
H -3.90608 3.11125 -4.98053
H -4.40953 4.75224 -2.40660
H -6.48576 3.26589 -5.83671
H -4.29644 6.68501 -4.29972
H -8.07313 4.86883 -6.89204
H -5.95259 8.14438 -5.47398
H -3.07563 4.16457 -0.60353
H -2.85567 1.68305 -4.01716
H -1.64283 2.64499 0.65417
H -1.37208 0.12004 -2.84123
P 1.56541 1.73765 0.26389
C -1.74789 -1.29677 5.30929
C -2.95480 -1.58949 6.20268
H -1.46368 -2.19046 4.74548
H -1.99534 -0.50177 4.59532
H -3.63683 -2.26651 5.68392
H -2.65626 -2.06574 7.13963
H -3.50496 -0.67812 6.44948
C -0.37301 1.03256 6.00761
C 0.31984 1.86708 7.08573
H -1.44510 1.26336 6.00324
H 0.03381 1.27098 5.01795
H -0.09083 2.88035 7.08415
H 0.17281 1.44521 8.08297
H 1.39446 1.94395 6.90580
C 1.05743 -1.24334 5.04089
C 1.83074 -2.50725 5.42420
H 1.73923 -0.39024 4.97071
H 0.61518 -1.37743 4.04529
H 2.80756 -2.50363 4.93385
H 1.99036 -2.56246 6.50347
H 1.30722 -3.41580 5.11481
C 3.28840 1.11687 0.33925
C 4.36027 1.77174 -0.52076
H 3.19821 0.05162 0.08508
H 3.63624 1.13098 1.37950
H 4.20271 1.62665 -1.58914
H 4.44275 2.84540 -0.35472
H 5.35047 1.35768 -0.30759
C 1.38675 2.77151 1.78678
C 0.85155 4.20497 1.68377
H 2.33111 2.78671 2.34963
H 0.69416 2.17801 2.39462
H 1.65023 4.93095 1.50358
H 0.11334 4.31996 0.89027
H 0.35601 4.50627 2.61442
C 1.46089 2.92111 -1.14008
C 1.46065 2.28350 -2.53369
H 2.23034 3.69393 -1.12122
H 0.53010 3.48472 -1.03374
H 0.77609 2.83006 -3.19554
H 2.45291 2.27566 -2.99716
H 1.09712 1.25454 -2.49258
C 1.88954 -2.36465 -1.77538
S -0.03721 -2.18250 -1.84169
C -0.21024 -3.96452 -1.88852
O -0.86970 -1.86926 -0.46776
H 2.10860 -2.47713 -2.86458
H 2.32497 -3.23815 -1.21792
H 2.42026 -1.47487 -1.45463
H 0.37876 -4.51775 -1.13581
H -1.21148 -4.37747 -1.84014
H 0.12517 -4.26047 -2.90172
*
```

Output
Energy relative to the best compared isomer or geometry (same formula, charge and spin) in kcal per mole: 79.23

***

Density functional theory data (ωB97M-V with the def2-TZVPD basis set) for C27H46Cl2F6N3O5SiV as an isolated structure.

```
! wB97M-V def2-TZVPD RIJCOSX def2/J DEFGRID3
* xyz -1 4
C -1.52210 -0.58500 -3.91010
C -1.07570 -1.91730 -3.40160
H -1.26460 -0.40990 -4.95130
H -1.09740 0.21350 -3.30440
H -2.60700 -0.49250 -3.81760
C -0.63520 -2.92790 -4.15410
C -0.48810 -2.96700 -5.63750
H -0.36440 -3.84930 -3.64950
H -0.72550 -2.02200 -6.11810
H -1.13900 -3.72890 -6.07360
H 0.53070 -3.23950 -5.92530
V 0.00000 0.00000 0.00000
Cl -0.28990 1.87770 -1.33470
C -0.37720 -2.40570 1.69960
O 0.45050 -1.53990 1.36790
N -0.09120 -3.42770 2.50650
C 1.24670 -3.63660 3.01700
C -1.09260 -4.42210 2.82760
H -1.40890 -2.35790 1.35520
H 1.86210 -2.78680 2.74790
H 1.67620 -4.54470 2.59130
H 1.22340 -3.73960 4.10150
H -2.02930 -4.16830 2.34300
H -1.24960 -4.47170 3.90550
H -0.78190 -5.40200 2.46850
H 0.77370 2.92720 4.70460
H -1.33770 4.29330 3.98540
C 1.10030 3.02210 3.66860
C -0.90530 4.30310 2.98430
N -0.04320 3.15780 2.78980
H 1.65670 2.13790 3.38290
C -0.28870 2.26960 1.82290
O 0.41820 1.26940 1.61770
H -1.71080 4.28420 2.25710
H -1.16420 2.47880 1.21070
H 1.74440 3.89760 3.58630
H -0.34500 5.23030 2.85930
H 1.42920 -0.30810 -3.74400
H 2.35670 -2.64020 -3.47920
C 2.24220 0.07980 -3.13570
C 3.18990 -2.18810 -2.94080
N 2.74340 -0.98100 -2.27970
H 1.85690 0.88680 -2.52560
C 2.58390 -0.94140 -0.96430
O 2.09760 0.00510 -0.32120
H 3.56400 -2.89960 -2.21000
H 2.95280 -1.83760 -0.44750
H 3.04490 0.43470 -3.78170
H 3.98600 -1.95890 -3.64780
O -0.04830 -1.26680 -1.38170
C -1.12470 -2.00710 -1.88210
C 0.07520 -4.05010 -1.00110
C -1.11450 -3.42380 -1.35620
H 0.99090 -3.48230 -1.07240
C 0.08430 -5.36330 -0.55330
H -2.07120 -1.55480 -1.56560
C -2.30250 -4.13670 -1.22580
H 1.02260 -5.83900 -0.29370
C -1.10550 -6.06980 -0.43900
C -2.30240 -5.44690 -0.76970
H -3.23680 -3.65510 -1.48740
H -1.10220 -7.09500 -0.09060
H -3.23680 -5.98540 -0.67540
Si -0.42870 6.67890 -3.42590
Cl -0.72050 5.96700 -5.38210
C 1.39200 6.51670 -3.04460
C -1.46680 5.61970 -2.29140
C -0.98100 8.46240 -3.39830
H 1.71920 5.48060 -3.11060
H 1.60760 6.87130 -2.03600
H 1.99450 7.09980 -3.73870
H -0.40320 9.06600 -4.09590
H -0.85460 8.88950 -2.40290
H -2.03110 8.55520 -3.67000
H -1.17040 4.57370 -2.34590
H -2.52220 5.67940 -2.55070
H -1.35860 5.94390 -1.25570
C -2.59300 0.13220 2.77480
C -3.10380 0.07600 1.32060
O -2.05410 -0.05920 0.34030
C -4.08650 -1.15170 1.18900
F -5.20910 -0.98510 1.98350
F -4.50490 -1.29520 -0.12240
F -3.53820 -2.34600 1.57950
C -3.97390 1.34330 0.98220
F -5.04800 1.46120 1.84890
F -3.29160 2.52650 1.06770
F -4.46660 1.25390 -0.30870
H -1.98170 -0.75390 3.02610
H -3.44890 0.15880 3.48230
H -2.01130 1.03420 2.99060
*
```

Output
Energy relative to the best compared isomer or geometry (same formula, charge and spin) in kcal per mole: 25.56
<S²>: 3.7702

***

Record-wise maximum force values, in eV/Å: 1.4; 2.0; 6.8; 4.4; 4.1